5 unconnected molecules or ions with the total composition C37H70ClF5N4O9P, computed with wB97M-V/def2-TZVPD.

Geometry as XYZ:
```
127
Properties=species:S:1:pos:R:3:lowdin_charge:R:1
C -3.37126 -5.88056 0.76400 -0.041
C -2.37045 -5.48117 -0.28429 -0.271
C -1.01647 -5.72821 -0.11200 -0.031
C -0.09602 -5.35636 -1.07129 -0.038
C -0.49936 -4.73848 -2.23963 -0.231
C 0.54628 -4.34250 -3.25367 -0.130
N 0.33857 -2.99428 -3.84458 -0.181
C 0.48312 -1.99420 -2.96362 -0.311
N 0.87600 -2.22766 -1.68848 0.274
C 0.85519 -1.05385 -1.10750 -0.153
C 1.16062 -0.87946 0.36909 -0.327
F 1.93260 0.22665 0.54551 0.139
F 1.83237 -1.96636 0.78776 0.159
C -0.16408 -0.71764 1.21925 -0.513
F -0.12260 0.39670 1.95131 0.171
F -0.33924 -1.77079 2.02123 0.185
F -1.22035 -0.64840 0.37122 0.146
N 0.50384 -0.06667 -1.91948 0.044
C 0.35383 1.35666 -1.63732 -0.074
C 1.63486 2.19046 -1.83399 -0.142
C 2.81347 1.47512 -2.51101 -0.181
C 3.81350 2.45959 -3.10750 -0.253
O 3.26186 3.32183 -4.09110 -0.054
N 0.26881 -0.66128 -3.14234 0.025
C -0.19846 0.14259 -4.25382 -0.176
C -1.74007 0.20575 -4.41444 -0.663
C -2.17594 0.26970 -5.88122 -0.098
Cl -2.54161 -1.11615 -3.51931 0.708
P -0.01128 -2.79641 -5.54198 0.940
C 1.40671 -3.69730 -6.24066 -0.265
C -1.30650 -4.03031 -5.84390 -0.264
C -1.85037 -4.48723 -2.41828 -0.053
C -2.76882 -4.85416 -1.45377 -0.033
H -2.92174 -5.83305 1.75522 0.080
H -4.21791 -5.19448 0.76350 0.079
H -3.74408 -6.88967 0.59442 0.088
H -0.67521 -6.20535 0.79830 0.119
H 0.95621 -5.54202 -0.89231 0.119
H 1.52140 -4.36857 -2.76963 0.124
H 0.58211 -5.04162 -4.08723 0.100
H -0.44786 1.73412 -2.26807 0.122
H -0.02477 1.43531 -0.62097 0.128
H 1.97741 2.54426 -0.86174 0.122
H 1.38289 3.08696 -2.40246 0.117
H 2.48975 0.79031 -3.30062 0.106
H 3.35692 0.90065 -1.75817 0.119
H 4.23429 3.07546 -2.31112 0.127
H 4.63536 1.89609 -3.55563 0.120
H 2.42865 2.96288 -4.40466 0.069
H 0.15821 1.15984 -4.10524 0.120
H 0.26569 -0.22725 -5.16076 0.072
H -2.08429 1.11014 -3.91526 0.090
H -1.34241 0.08854 -6.55727 0.068
H -2.96621 -0.44807 -6.08430 0.072
H -2.58143 1.25600 -6.10361 0.087
H 1.42920 -4.76269 -6.01489 0.044
H 1.37052 -3.55302 -7.32114 0.047
H 2.32510 -3.23434 -5.87753 0.047
H -2.27061 -3.69792 -5.46926 0.025
H -1.37072 -4.08121 -6.93431 0.054
H -1.06169 -5.02659 -5.47631 0.051
H -2.20361 -3.98370 -3.30508 0.058
H -3.81879 -4.64798 -1.62050 0.117
C 4.59386 1.60576 5.00894 -0.107
O 5.13779 0.44183 4.41408 -0.194
C 5.12811 -0.68931 5.27182 -0.203
C 4.00064 -1.63784 4.93516 -0.197
O 2.72755 -1.05574 5.16907 -0.173
C 2.11264 -0.56374 3.99889 -0.119
H 4.47718 2.35214 4.22442 0.090
H 3.62010 1.41290 5.46611 0.087
H 5.27109 2.00321 5.77169 0.073
H 5.05322 -0.37597 6.31750 0.130
H 6.08015 -1.21242 5.14259 0.128
H 4.07901 -2.52661 5.56724 0.129
H 4.08671 -1.95598 3.89052 0.126
H 1.78074 -1.39029 3.36478 0.072
H 2.80063 0.07381 3.43385 0.085
H 1.25042 0.02949 4.29925 0.092
C -6.06665 1.78431 1.06076 -0.113
O -5.54148 2.67029 2.03017 -0.190
C -5.86180 2.30679 3.36520 -0.200
C -4.69913 1.63552 4.05937 -0.198
O -4.37269 0.39149 3.45719 -0.178
C -3.26226 0.46231 2.59092 -0.126
H -5.61637 2.04752 0.10392 0.074
H -5.83018 0.74271 1.29415 0.085
H -7.15300 1.89238 0.97684 0.093
H -6.73603 1.64913 3.38121 0.128
H -6.11665 3.22202 3.90675 0.128
H -4.96832 1.44012 5.10080 0.129
H -3.82946 2.30037 4.05313 0.127
H -2.33238 0.58258 3.15527 0.082
H -3.36475 1.29409 1.88605 0.087
H -3.22668 -0.46991 2.02964 0.083
C -6.34886 2.93731 -3.38104 -0.104
O -5.92854 1.81075 -4.13142 -0.196
C -6.01328 0.58710 -3.41752 -0.210
C -7.25402 -0.20146 -3.77187 -0.207
O -8.43366 0.45786 -3.35766 -0.187
C -9.11854 1.12460 -4.40397 -0.104
H -6.41943 3.77780 -4.06871 0.091
H -7.32403 2.77075 -2.91901 0.086
H -5.62053 3.18068 -2.59893 0.083
H -5.98782 0.77303 -2.33830 0.119
H -5.12783 0.00315 -3.68435 0.077
H -7.21518 -1.16656 -3.25597 0.127
H -7.27728 -0.39455 -4.84955 0.128
H -9.59676 0.40553 -5.07682 0.091
H -8.44699 1.76447 -4.98156 0.084
H -9.88901 1.73982 -3.94414 0.092
C 6.99891 5.37799 6.20002 -0.115
O 8.40483 5.47313 6.09024 -0.189
C 9.08798 5.24476 7.31270 -0.204
C 9.66072 3.84768 7.38539 -0.204
O 8.64159 2.86126 7.40478 -0.186
C 8.43438 2.23677 6.15354 -0.108
H 6.59404 5.38544 5.18886 0.087
H 6.69467 4.45500 6.70103 0.078
H 6.58905 6.23283 6.74893 0.089
H 8.41845 5.41613 8.16138 0.127
H 9.90621 5.96800 7.37526 0.127
H 10.23769 3.74765 8.30929 0.127
H 10.33839 3.67975 6.54247 0.127
H 9.25844 1.55580 5.91389 0.091
H 8.32759 2.96898 5.34915 0.088
H 7.51568 1.65690 6.22901 0.071
```

Maximum force   0.78 eV/Å
HOMO energy   -10.33 eV
LUMO   -2.831 eV
Gap between HOMO and LUMO   0.276 Eh
Net charge   +1
Electronic energy   -3648.4908 Ha